The following is a quantum chemistry calculation of a 2-piece molecular cluster, C42H53N4 overall in a non-equilibrium geometry, from OMol25.

XYZ file:
```
99
Properties=species:S:1:pos:R:3:lowdin_charge:R:1
C 3.63 1.20 -2.32 -0.060
C 3.32 1.42 -0.84 -0.377
C 3.84 2.76 -0.34 -0.069
C 3.83 0.23 -0.02 -0.124
C 5.17 0.17 0.38 -0.022
C 5.64 -0.95 1.07 -0.047
C 4.78 -1.99 1.40 -0.022
C 3.44 -1.96 1.01 -0.118
C 2.50 -3.12 1.35 -0.376
C 2.31 -3.27 2.85 -0.060
C 2.99 -4.43 0.72 -0.067
C 2.99 -0.85 0.29 -0.102
N 1.60 -0.78 -0.10 -0.024
N 1.20 -1.08 -1.35 0.214
N -0.13 -0.77 -1.36 0.009
C -0.96 -1.26 -2.44 -0.103
C -1.54 -2.54 -2.34 -0.115
C -1.19 -3.45 -1.17 -0.370
C 0.07 -4.24 -1.49 -0.054
C -2.34 -4.37 -0.75 -0.064
C -2.34 -2.99 -3.39 -0.013
C -2.54 -2.19 -4.52 -0.042
C -1.94 -0.94 -4.61 -0.016
C -1.13 -0.46 -3.58 -0.139
C -0.39 0.87 -3.71 -0.383
C -1.30 2.01 -4.18 -0.065
C 0.83 0.74 -4.62 -0.059
C -0.56 -0.36 -0.10 -0.136
C -1.93 -0.04 0.20 -0.141
C -2.47 -0.43 1.45 -0.038
C -3.81 -0.19 1.74 -0.109
C -4.61 0.53 0.85 -0.093
C -4.07 0.96 -0.38 -0.070
C -2.76 0.65 -0.72 0.001
C 0.55 -0.33 0.72 -0.269
C 0.75 0.05 2.03 -0.005
H 3.23 0.24 -2.66 0.066
H 3.19 2.00 -2.94 0.075
H 4.71 1.21 -2.49 0.091
H 2.22 1.42 -0.73 0.120
H 3.63 2.88 0.73 0.082
H 4.92 2.84 -0.50 0.075
H 3.35 3.58 -0.88 0.080
H 5.83 0.99 0.13 0.114
H 6.69 -0.99 1.38 0.111
H 5.14 -2.86 1.95 0.118
H 1.53 -2.88 0.90 0.111
H 1.92 -2.34 3.28 0.065
H 1.59 -4.07 3.07 0.084
H 3.26 -3.52 3.34 0.081
H 3.10 -4.33 -0.36 0.084
H 3.95 -4.73 1.14 0.079
H 2.27 -5.24 0.91 0.078
H -0.98 -2.80 -0.31 0.119
H 0.90 -3.55 -1.70 0.066
H 0.36 -4.89 -0.66 0.076
H -0.09 -4.86 -2.38 0.095
H -3.25 -3.78 -0.54 0.087
H -2.57 -5.10 -1.54 0.076
H -2.08 -4.92 0.16 0.084
H -2.80 -3.98 -3.32 0.115
H -3.17 -2.56 -5.33 0.113
H -2.09 -0.31 -5.49 0.118
H -0.03 1.12 -2.70 0.119
H -2.21 2.08 -3.57 0.070
H -0.76 2.97 -4.08 0.085
H -1.58 1.88 -5.23 0.080
H 1.47 -0.09 -4.30 0.077
H 0.51 0.55 -5.65 0.088
H 1.42 1.66 -4.61 0.076
H -1.81 -0.95 2.15 0.109
H -4.23 -0.55 2.68 0.106
H -5.65 0.76 1.10 0.107
H -4.69 1.54 -1.06 0.112
H -2.34 0.93 -1.69 0.095
H -0.13 0.29 2.61 -0.003
H 1.77 0.15 2.40 0.042
C -1.64 1.24 5.49 0.004
N -1.48 2.29 4.48 -0.128
C -0.33 3.17 4.64 -0.003
C -2.35 2.39 3.50 0.034
C -2.30 3.30 2.38 -0.187
C -1.11 3.64 1.69 -0.016
C -1.15 4.56 0.64 -0.049
C -2.36 5.09 0.19 -0.038
C -3.56 4.71 0.82 -0.056
C -3.53 3.85 1.91 -0.019
H -0.74 1.21 6.11 0.101
H -2.51 1.43 6.14 0.113
H -1.79 0.26 5.01 0.104
H -0.04 3.15 5.69 0.102
H 0.52 2.83 4.04 0.104
H -0.57 4.20 4.35 0.112
H -3.25 1.77 3.62 0.147
H -0.17 3.17 1.97 0.104
H -0.21 4.87 0.16 0.116
H -2.38 5.80 -0.64 0.118
H -4.51 5.10 0.46 0.118
H -4.45 3.57 2.42 0.124
```

Computed properties:
calculated total energy	-1850.9705	Ha
HOMO	-0.3125	Ha
net charge	+1
HOMO-LUMO gap	4.47	eV


The following is a quantum chemistry calculation of C42H55N6O2P2S2Si2Tc as an isolated structure, from OMol25.

XYZ file:
```
112
Properties=species:S:1:pos:R:3:lowdin_charge:R:1
Tc 1.07 -0.91 -0.60 1.157
C -4.02 -1.85 -1.55 -0.160
Si -2.32 -1.16 -1.94 0.357
C -1.76 -2.25 -3.39 -0.182
C -2.61 0.56 -2.61 -0.207
N -1.18 -1.19 -0.58 -0.369
P -1.68 -1.78 0.88 0.689
C -0.40 -1.97 2.04 -0.356
P 0.84 -0.75 1.79 0.822
N 1.52 1.06 -0.92 -0.641
Si 2.99 2.08 -0.82 0.365
C 2.83 3.51 0.36 -0.159
C 4.55 1.22 -0.22 -0.178
C 3.45 2.65 -2.55 -0.177
C 0.28 0.88 2.42 -0.318
C 0.90 1.51 3.50 -0.081
C 0.42 2.72 3.98 -0.067
C -0.70 3.30 3.40 -0.058
C -1.31 2.69 2.31 -0.096
C -0.80 1.51 1.81 -0.128
C 2.15 -1.19 2.98 -0.382
C 1.80 -1.65 4.25 -0.091
C 2.77 -1.90 5.20 -0.062
C 4.12 -1.71 4.89 -0.070
C 4.48 -1.25 3.63 -0.069
C 3.50 -1.00 2.69 -0.126
C -2.97 -0.81 1.69 -0.306
C -3.24 -1.07 3.04 -0.094
C -4.26 -0.40 3.70 -0.060
C -5.00 0.56 3.02 -0.062
C -4.70 0.88 1.71 -0.059
C -3.69 0.20 1.05 -0.116
C -2.41 -3.44 0.63 -0.291
C -2.01 -4.21 -0.47 -0.146
C -2.50 -5.49 -0.68 -0.068
C -3.41 -6.03 0.21 -0.068
C -3.83 -5.27 1.30 -0.057
C -3.33 -4.00 1.51 -0.057
H -4.67 -1.56 -2.38 0.049
H -4.47 -1.48 -0.63 0.028
H -4.02 -2.94 -1.50 0.031
H -1.49 -1.66 -4.28 0.037
H -2.61 -2.87 -3.69 0.045
H -0.94 -2.94 -3.18 0.015
H -3.61 0.59 -3.05 0.044
H -1.90 0.82 -3.39 0.003
H -2.55 1.32 -1.83 0.011
H 2.04 3.35 1.10 0.021
H 2.60 4.45 -0.15 0.038
H 3.77 3.64 0.89 0.040
H 4.47 0.74 0.76 0.011
H 5.26 2.04 -0.09 0.055
H 5.03 0.53 -0.94 0.031
H 2.67 2.49 -3.29 0.004
H 4.36 2.14 -2.89 0.028
H 3.68 3.72 -2.55 0.041
H 1.76 1.05 3.98 0.096
H 0.93 3.21 4.80 0.108
H -1.07 4.25 3.77 0.115
H -2.17 3.16 1.85 0.090
H -1.23 1.08 0.91 0.067
H 0.75 -1.82 4.47 0.103
H 2.49 -2.25 6.18 0.110
H 4.88 -1.91 5.64 0.109
H 5.53 -1.09 3.39 0.109
H 3.78 -0.63 1.71 0.050
H -2.63 -1.79 3.58 0.102
H -4.47 -0.62 4.74 0.110
H -5.81 1.08 3.53 0.110
H -5.25 1.65 1.19 0.114
H -3.44 0.48 0.03 0.076
H -1.37 -3.76 -1.23 0.056
H -2.18 -6.05 -1.55 0.109
H -3.81 -7.02 0.05 0.110
H -4.57 -5.67 1.98 0.112
H -3.69 -3.43 2.36 0.096
N 1.12 -3.15 -0.14 -0.050
C 2.38 -3.80 -0.54 -0.195
C 3.49 -2.81 -0.29 -0.173
N 3.16 -1.52 -0.95 -0.156
C 3.51 -1.49 -2.40 -0.167
C 2.33 -1.87 -3.28 -0.198
N 1.16 -1.09 -2.83 -0.065
H 1.03 -3.16 0.88 0.044
H 0.32 -3.68 -0.46 0.055
H 2.33 -4.09 -1.59 0.102
H 2.57 -4.71 0.04 0.131
H 4.45 -3.20 -0.65 0.130
H 3.58 -2.63 0.77 0.101
H 3.72 -0.80 -0.51 0.037
H 4.35 -2.15 -2.61 0.131
H 3.81 -0.47 -2.65 0.109
H 2.09 -2.93 -3.20 0.103
H 2.58 -1.66 -4.32 0.129
H 0.31 -1.45 -3.24 0.028
H 1.25 -0.13 -3.16 0.041
O -2.21 5.07 0.59 -0.270
S -0.90 5.18 0.01 0.664
O 0.07 6.05 0.60 -0.260
N -0.26 3.64 -0.12 -0.023
C -0.24 3.28 -1.34 -0.552
S 0.33 1.73 -1.92 0.892
C -0.71 4.26 -2.36 -0.209
C -0.78 4.16 -3.74 -0.025
C -1.19 5.28 -4.46 -0.050
C -1.50 6.47 -3.81 -0.046
C -1.44 6.57 -2.42 -0.014
C -1.05 5.45 -1.73 -0.214
H -0.53 3.24 -4.25 0.104
H -1.25 5.23 -5.54 0.112
H -1.80 7.34 -4.39 0.115
H -1.68 7.49 -1.91 0.130
```

Computed properties:
calculated total energy	-4251.1970	Ha
HOMO (spin up / spin down)	-0.3776 / -0.3665	Ha
2S+1	4
net charge	+1
HOMO-LUMO gap (spin up / spin down)	7.84 / 6.74	eV


The following is a quantum chemistry calculation of C42H56F24NO24S as an isolated structure in a non-equilibrium geometry, from OMol25.

XYZ file:
```
148
Properties=species:S:1:pos:R:3:lowdin_charge:R:1
C 2.14 2.16 4.67 -0.112
O 1.42 1.26 3.85 -0.189
C 1.54 1.48 2.46 -0.232
C 0.69 2.67 1.93 -0.159
C -0.55 2.89 2.78 -0.158
C -1.54 3.78 2.03 -0.099
C -2.75 4.16 2.88 -0.240
C -2.48 5.66 3.39 -0.647
O -2.37 5.77 4.62 0.008
O -2.36 6.53 2.50 -0.033
O -2.88 3.37 4.10 0.112
C -4.12 3.48 4.51 -0.593
O -4.59 3.04 5.49 0.169
O -4.89 4.11 3.54 0.117
C -4.17 3.97 2.35 -0.475
N -4.48 4.92 1.35 0.163
S -4.52 2.27 1.57 0.784
C -5.10 1.11 2.80 -0.080
O -3.34 1.73 0.93 -0.320
O -5.62 2.49 0.65 -0.347
H 2.62 2.96 4.12 0.086
H 2.85 1.60 5.29 0.075
H 1.42 2.63 5.34 0.089
H 2.58 1.61 2.16 0.096
H 1.16 0.58 1.98 0.117
H 1.34 3.55 1.91 0.119
H 0.41 2.42 0.91 0.076
H -1.01 1.93 3.02 0.124
H -0.27 3.42 3.69 0.123
H -1.01 4.70 1.81 0.123
H -1.82 3.34 1.07 0.093
H -5.48 5.07 1.29 0.114
H -4.11 4.65 0.46 0.074
H -4.36 0.33 2.92 0.079
H -5.30 1.57 3.76 0.054
H -6.03 0.71 2.41 0.076
C 0.09 2.34 -5.62 -0.047
C 1.18 1.45 -5.07 -0.182
O 1.26 1.55 -3.63 0.052
C 0.38 0.84 -2.95 -0.392
O -0.46 0.11 -3.37 0.164
C 0.57 1.08 -1.44 -0.548
F 0.73 2.38 -1.18 0.159
F 1.65 0.43 -0.98 0.165
F -0.49 0.64 -0.77 0.181
H 0.22 3.37 -5.29 0.089
H 0.07 2.32 -6.71 0.080
H -0.89 2.02 -5.26 0.059
H 2.15 1.75 -5.44 0.098
H 1.04 0.40 -5.36 0.129
C 1.67 7.27 -9.93 -0.059
C 1.26 5.85 -10.26 -0.192
O 2.07 4.89 -9.56 0.035
C 1.74 4.67 -8.30 -0.402
O 0.85 5.17 -7.68 0.177
C 2.67 3.59 -7.70 -0.539
F 3.95 3.82 -8.01 0.173
F 2.36 2.38 -8.19 0.165
F 2.56 3.55 -6.38 0.153
H 2.73 7.41 -10.13 0.083
H 1.09 7.97 -10.53 0.083
H 1.50 7.49 -8.88 0.079
H 1.41 5.64 -11.32 0.124
H 0.21 5.67 -10.04 0.127
C -8.01 2.50 7.20 -0.054
C -8.14 1.12 7.82 -0.189
O -9.22 0.37 7.22 0.032
C -8.96 -0.21 6.06 -0.409
O -7.93 -0.18 5.44 0.173
C -10.20 -1.00 5.59 -0.548
F -11.32 -0.28 5.73 0.163
F -10.33 -2.11 6.32 0.160
F -10.08 -1.35 4.31 0.173
H -8.96 3.03 7.27 0.082
H -7.25 3.08 7.72 0.088
H -7.74 2.44 6.15 0.076
H -8.39 1.20 8.87 0.122
H -7.21 0.56 7.73 0.127
C 9.25 -0.23 4.88 -0.059
C 8.20 0.76 5.35 -0.195
O 7.26 1.07 4.30 0.037
C 6.31 0.17 4.10 -0.399
O 6.14 -0.85 4.69 0.167
C 5.36 0.66 2.98 -0.541
F 6.04 1.12 1.93 0.169
F 4.59 1.65 3.45 0.157
F 4.58 -0.33 2.57 0.174
H 9.75 0.15 3.99 0.083
H 9.99 -0.38 5.66 0.082
H 8.80 -1.19 4.63 0.077
H 8.66 1.71 5.61 0.124
H 7.67 0.39 6.22 0.125
C 4.49 -4.12 3.25 -0.055
C 4.42 -4.98 4.49 -0.183
O 5.15 -6.22 4.32 0.034
C 6.46 -6.15 4.48 -0.411
O 7.11 -5.19 4.75 0.174
C 7.07 -7.55 4.31 -0.541
F 6.57 -8.18 3.23 0.151
F 6.80 -8.31 5.38 0.168
F 8.39 -7.49 4.18 0.174
H 4.14 -4.68 2.38 0.083
H 3.86 -3.24 3.37 0.084
H 5.51 -3.80 3.05 0.077
H 3.39 -5.28 4.69 0.126
H 4.78 -4.45 5.37 0.127
C 5.59 -9.25 0.21 -0.055
C 6.87 -10.02 0.45 -0.193
O 6.98 -11.12 -0.48 0.035
C 7.41 -10.82 -1.69 -0.407
O 7.73 -9.74 -2.09 0.173
C 7.51 -12.10 -2.54 -0.550
F 6.42 -12.86 -2.41 0.166
F 8.57 -12.83 -2.14 0.164
F 7.67 -11.81 -3.82 0.174
H 4.73 -9.91 0.25 0.087
H 5.47 -8.47 0.97 0.068
H 5.60 -8.77 -0.77 0.080
H 6.85 -10.48 1.44 0.122
H 7.75 -9.39 0.39 0.127
C -4.69 1.71 -1.14 -0.120
C -4.05 3.03 -1.50 -0.166
O -3.84 3.16 -2.94 0.039
C -4.88 3.52 -3.67 -0.410
O -5.99 3.76 -3.29 0.174
C -4.45 3.62 -5.14 -0.541
F -3.71 2.56 -5.49 0.145
F -3.70 4.72 -5.33 0.163
F -5.49 3.70 -5.96 0.169
H -4.10 0.88 -1.54 0.091
H -4.75 1.61 -0.06 -0.044
H -5.69 1.63 -1.56 0.096
H -3.06 3.10 -1.07 0.118
H -4.63 3.88 -1.15 0.109
C -3.26 -0.30 -5.49 -0.059
C -2.81 -1.69 -5.12 -0.182
O -3.92 -2.62 -5.07 0.043
C -4.32 -3.11 -6.23 -0.411
O -3.87 -2.88 -7.31 0.165
C -5.48 -4.10 -5.99 -0.550
F -6.39 -3.60 -5.16 0.168
F -5.01 -5.24 -5.47 0.163
F -6.09 -4.39 -7.14 0.168
H -4.03 0.03 -4.79 0.086
H -2.41 0.38 -5.43 0.054
H -3.68 -0.25 -6.49 0.084
H -2.40 -1.68 -4.11 0.118
H -2.05 -2.08 -5.79 0.127
```

Computed properties:
calculated total energy	-6289.5971	Ha
HOMO	-0.1940	Ha
net charge	-1
HOMO-LUMO gap	6.88	eV


The following is a quantum chemistry calculation of C42H56KN4O7P as an isolated structure, from OMol25.

XYZ file:
```
111
Properties=species:S:1:pos:R:3:lowdin_charge:R:1
K -1.53 2.41 -1.88 0.830
O 0.51 3.40 -0.25 -0.129
C 1.74 3.31 -0.53 -0.438
C 2.78 3.99 0.19 -0.051
C 4.10 3.92 -0.20 -0.156
C 4.51 3.16 -1.30 -0.160
C 3.54 2.45 -2.00 -0.099
C 2.20 2.49 -1.63 -0.157
C 1.19 1.54 -2.16 -0.211
N 0.81 1.26 -3.34 0.044
C 1.24 2.02 -4.50 -0.224
C 0.50 3.36 -4.63 -0.229
N -0.91 3.26 -4.31 -0.029
C -1.75 2.99 -5.23 -0.129
C -3.19 2.85 -5.07 -0.139
C -3.89 2.38 -6.19 -0.094
C -5.26 2.18 -6.19 -0.154
C -5.96 2.46 -5.01 -0.145
C -5.32 2.94 -3.89 -0.044
C -3.90 3.18 -3.85 -0.425
O -3.34 3.66 -2.82 -0.212
H 2.48 4.59 1.05 0.090
H 4.85 4.46 0.38 0.078
H 5.55 3.12 -1.59 0.067
H 3.83 1.81 -2.83 0.099
H 0.70 0.98 -1.37 0.070
H 1.01 1.41 -5.38 0.099
H 2.32 2.23 -4.52 0.091
H 0.67 3.77 -5.64 0.100
H 0.94 4.06 -3.92 0.107
H -1.39 2.85 -6.27 0.114
H -3.31 2.15 -7.08 0.092
H -5.77 1.79 -7.07 0.069
H -7.04 2.29 -4.97 0.080
H -5.87 3.15 -2.98 0.092
N -4.98 0.44 2.27 0.106
C -3.86 0.37 1.41 -0.652
N -4.06 -0.31 0.27 0.187
O -2.78 0.86 1.76 0.010
H -5.86 0.55 1.80 0.069
H -4.83 1.16 2.96 0.075
H -4.99 -0.63 0.07 0.096
H -3.45 -0.23 -0.58 0.065
O -5.13 -2.79 -3.26 0.066
C -4.32 -3.22 -2.24 -0.270
C -4.66 -4.34 -1.49 -0.053
C -3.84 -4.75 -0.45 -0.117
C -2.68 -4.04 -0.16 -0.107
C -2.37 -2.92 -0.92 -0.024
C -3.17 -2.49 -1.97 -0.071
C -2.74 -1.26 -2.78 -0.635
O -2.37 -1.46 -3.94 0.023
O -2.75 -0.18 -2.11 -0.096
H -5.89 -3.37 -3.32 0.088
H -5.57 -4.88 -1.71 0.098
H -4.11 -5.63 0.14 0.087
H -2.04 -4.34 0.66 0.078
H -1.49 -2.32 -0.68 0.109
O 0.47 -0.02 0.43 -0.284
P 1.18 -0.94 1.35 0.793
C 1.78 0.17 2.69 -0.315
C 2.36 -0.28 4.03 -0.208
C 3.13 0.89 4.66 -0.193
C 2.46 2.25 4.39 -0.200
C 0.96 2.07 4.18 -0.191
C 0.69 1.26 2.91 -0.171
C 0.07 -2.33 1.76 -0.335
C 0.61 -3.61 2.41 -0.185
C 0.70 -3.52 3.93 -0.201
C -0.65 -3.12 4.53 -0.203
C -1.14 -1.81 3.94 -0.186
C -1.25 -1.88 2.42 -0.179
C 2.64 -1.71 0.56 -0.333
C 3.27 -0.70 -0.41 -0.194
C 4.67 -1.14 -0.79 -0.190
C 5.61 -1.08 0.43 -0.192
C 4.85 -1.33 1.74 -0.201
C 3.69 -2.30 1.53 -0.195
H 2.59 0.67 2.14 0.110
H 3.02 -1.14 3.95 0.083
H 1.54 -0.58 4.69 0.093
H 4.15 0.90 4.26 0.099
H 3.22 0.72 5.74 0.100
H 2.88 2.70 3.48 0.108
H 2.67 2.95 5.21 0.099
H 0.46 3.04 4.10 0.111
H 0.53 1.58 5.06 0.106
H 0.66 1.91 2.04 0.108
H -0.31 0.81 2.96 0.090
H -0.17 -2.58 0.72 0.090
H 1.57 -3.90 1.98 0.092
H -0.08 -4.42 2.16 0.109
H 1.46 -2.79 4.22 0.084
H 1.03 -4.48 4.34 0.105
H -0.58 -3.05 5.62 0.102
H -1.38 -3.91 4.31 0.110
H -0.45 -1.00 4.22 0.087
H -2.11 -1.53 4.35 0.114
H -1.58 -0.94 1.99 0.079
H -2.01 -2.63 2.16 0.107
H 2.21 -2.53 -0.04 0.124
H 3.31 0.30 0.03 0.111
H 2.63 -0.60 -1.29 0.111
H 5.06 -0.51 -1.59 0.102
H 4.64 -2.16 -1.19 0.109
H 6.09 -0.10 0.47 0.105
H 6.41 -1.82 0.32 0.098
H 4.46 -0.38 2.12 0.090
H 5.53 -1.71 2.51 0.107
H 3.25 -2.58 2.49 0.076
H 4.09 -3.23 1.10 0.114
```

Computed properties:
calculated total energy	-3321.2283	Ha
HOMO	-0.0586	Ha
net charge	-2
HOMO-LUMO gap	5.54	eV


Which of these has the lowest calculated total energy? C42H56F24NO24S


The highest calculated total energy belongs to which entry? C42H53N4